# 1
Density functional theory data (wB97M-V/def2-TZVPD) for a structure of composition C28H14Br2F7PS5Ta.

```
58
Properties=species:S:1:pos:R:3:forces:R:3:lowdin_charge:R:1
C -2.6866 1.7573 3.2830 0.19 0.05 0.09 -0.502
F 4.9189 -1.1382 -6.3280 -0.01 -0.06 0.21 0.136
C -1.4772 1.1469 2.9476 0.05 0.20 0.11 -0.287
C -0.4501 2.3572 4.8075 -0.09 0.00 -0.04 -0.118
C -1.9875 0.9974 -1.2311 -0.87 -0.55 0.71 -0.947
C -1.0597 0.7914 -2.1823 1.48 -0.80 -1.72 -0.166
C 1.8147 2.4631 0.3698 0.05 0.07 -0.03 -0.055
C -1.3482 -3.4230 3.7244 0.07 -0.07 0.10 -0.065
C -2.7806 2.6578 4.3413 0.11 -0.24 -0.26 -0.251
H -2.1409 -4.0435 4.1153 -0.03 -0.05 0.08 0.110
C -0.6661 -1.4819 2.4743 -0.28 -0.09 -0.31 -0.327
F 0.8062 0.9001 3.4930 -0.03 0.21 0.34 0.113
H 0.2388 -4.6618 4.4646 0.00 -0.07 0.00 0.106
C 2.3342 0.2539 -0.4003 0.15 -0.02 -0.03 -0.083
C -1.6704 -2.2773 3.0216 0.02 0.02 -0.04 -0.115
F -1.7577 3.8252 6.1211 0.03 -0.13 -0.17 0.147
H 2.0711 3.5076 0.4626 0.02 0.09 0.02 0.110
S -4.4272 -3.4568 0.5645 0.18 -0.53 -0.53 -0.036
P -1.2316 -0.0204 1.5272 0.28 0.26 0.88 0.996
C -0.2415 0.4457 -3.0281 -1.36 0.64 1.31 0.050
C 0.7654 0.1781 -3.9617 0.71 -0.26 -0.65 -0.220
F 3.5078 -1.0272 -7.9459 -0.28 -0.08 -0.06 0.140
S -4.3164 -3.0162 -1.4489 -0.40 -0.46 0.35 -0.064
C 0.6675 -1.8324 2.6634 -0.09 0.03 -0.03 -0.089
C 0.2802 0.6571 0.7767 0.00 -0.03 -0.12 -0.390
H 1.3451 -1.3890 -6.9116 -0.04 -0.05 -0.08 0.120
C 1.1232 -0.2069 0.0830 -0.20 0.11 0.08 -0.103
Br -4.3212 1.4055 2.3534 0.22 0.12 0.27 0.847
H -2.7102 -2.0111 2.8870 0.07 -0.02 -0.02 0.011
H -0.0526 2.7002 1.3657 0.04 0.00 0.08 0.085
S -2.7168 -1.7597 -1.5059 0.13 0.93 0.70 0.043
H 1.4601 -1.2241 2.2588 0.04 0.02 0.03 0.095
H 2.0191 -3.2283 3.5308 0.10 -0.05 0.03 0.107
C 0.5277 -0.6103 -5.0953 0.00 0.16 0.22 0.003
H 3.6434 1.9409 -0.6076 0.07 0.00 -0.05 0.110
C -0.0196 -3.7730 3.9067 -0.04 0.01 0.05 -0.070
S -4.6086 -1.5969 1.3573 -0.16 0.28 0.32 -0.096
C -1.6643 2.9686 5.1111 0.06 -0.24 -0.24 -0.121
Br -5.4483 0.8827 -1.1775 -0.10 0.15 0.12 0.047
F -3.9478 3.2309 4.6153 0.00 0.09 0.17 0.090
Ta -3.4295 0.0804 0.0314 0.67 0.53 -1.88 0.357
F 4.4283 0.7661 -7.1919 -0.12 0.16 0.11 0.138
H 3.0074 -0.4279 -0.8961 0.04 -0.10 -0.10 0.113
C 3.8938 -0.4135 -6.8209 0.30 -0.09 -0.14 -0.588
C 0.6169 2.0038 0.8822 0.00 -0.09 0.02 -0.133
C 2.7866 -0.2467 -5.8187 -0.09 0.03 -0.01 -0.116
C 2.0442 0.7172 -3.7546 -0.15 -0.03 -0.08 -0.007
C 2.6902 1.5840 -0.2445 -0.01 -0.05 0.01 -0.082
C 1.5301 -0.8047 -6.0244 0.34 0.03 -0.08 0.000
C 3.0470 0.4965 -4.6710 0.02 -0.11 -0.23 -0.001
F 0.6357 2.6214 5.5294 -0.20 0.02 -0.06 0.141
H 4.0337 0.9044 -4.5171 0.11 0.10 0.04 0.125
S -2.2870 2.3077 -0.2550 -0.72 0.12 0.47 0.628
H 0.8302 -1.2366 -0.0636 0.05 -0.13 -0.02 0.122
H 2.2195 1.3046 -2.8672 0.02 0.07 -0.02 0.097
C -0.3746 1.4676 3.7434 -0.32 -0.03 0.06 -0.210
H -0.4484 -1.0458 -5.2455 -0.08 0.00 0.01 0.123
C 0.9816 -2.9698 3.3835 0.06 -0.06 0.03 -0.067
```
Positions in Å, forces in eV/Å.

Results
Orbital gap (alpha / beta) (Eh): 0.208 / 0.227
Multiplicity: 2
ΔE to the lowest compared entry with this formula, charge and spin (kJ/mol): 25.3

=====

# 2
Density functional theory data (wB97M-V/def2-TZVPD) for a structure of composition C28H15Br2Cl3CoN3O4S.

```
57
Properties=species:S:1:pos:R:3:forces:R:3:lowdin_charge:R:1
C -3.5469 2.6488 3.0080 -0.05 -0.02 0.08 -0.688
C -1.4922 2.5826 -0.0476 -0.01 0.13 0.07 -0.037
Cl -4.9483 -1.8908 -1.5920 -0.01 0.04 0.04 0.542
C 0.2518 -0.0054 -2.4466 0.18 0.40 0.03 -0.764
C 1.6640 -2.3006 1.2097 0.03 -0.04 -0.02 -0.120
H 0.8186 -6.0583 0.7800 0.00 0.00 -0.02 0.082
O -0.0055 -1.8729 -0.4993 0.26 0.05 0.02 -0.110
C 2.8383 -0.5820 2.1844 -0.02 -0.02 -0.01 -0.150
C 3.3154 0.0981 -2.8612 0.10 0.06 -0.25 -0.099
C -0.2149 3.6204 -2.5003 -0.09 0.18 -0.01 -0.037
C 1.4644 3.1065 -4.1998 0.09 -0.08 -0.01 -0.062
C 1.0641 -5.0125 0.9058 -0.06 0.05 -0.01 -0.202
Cl -4.8055 3.6441 3.7318 0.04 -0.05 -0.01 0.561
H -3.5205 1.2605 4.6610 -0.01 0.02 0.00 0.093
O -2.2704 -0.3425 -0.6589 0.39 0.09 -0.02 -0.068
H 0.3232 4.8697 -4.2109 -0.03 0.01 0.06 0.086
C 1.9967 -4.6331 1.8349 0.07 -0.07 0.04 -0.643
C -2.0947 0.7360 3.1739 0.00 0.02 0.00 0.003
C 2.8783 1.1172 -3.7903 0.18 -0.10 0.04 -0.060
C -3.0330 2.9695 1.7895 0.05 0.02 -0.03 -0.109
H 3.7948 -3.5070 3.5805 0.00 -0.01 0.00 0.061
Co -0.2988 0.0165 -0.6022 -0.70 -0.34 -0.01 0.553
H 4.2725 -0.3851 -3.0134 0.00 0.03 -0.03 0.090
Cl -5.0759 0.6744 -0.1772 0.02 -0.07 0.01 0.561
H -4.9672 -1.4893 0.7191 -0.06 -0.01 0.00 0.046
H -3.4026 3.8386 1.2557 0.01 -0.01 0.00 0.106
H -1.7835 3.5733 -0.4014 0.03 0.02 0.06 0.123
C 2.3253 -3.2765 2.0162 -0.06 0.09 -0.03 -0.203
Br 2.8622 -5.9957 2.8696 -0.03 0.04 -0.02 0.659
C -0.0204 2.4359 -1.8885 0.09 -0.10 0.12 -0.168
H 3.0261 0.4883 2.2221 0.01 -0.02 0.00 0.103
H -0.9506 4.3246 -2.1319 0.01 0.02 -0.07 0.087
H 2.0450 3.3965 -5.0692 0.00 -0.06 -0.01 0.100
H -1.7439 -0.1489 3.6889 0.01 -0.01 -0.04 0.116
O -0.5993 0.2835 1.4283 0.26 -0.14 0.10 -0.037
C 1.7811 1.8644 -3.5367 -0.08 -0.06 0.11 -0.191
N 1.3577 0.3463 -1.5343 0.34 -0.04 -0.05 -0.047
H 4.2532 -1.0791 3.7497 -0.03 0.01 -0.01 0.088
C 0.5233 3.9316 -3.7048 -0.10 0.10 0.05 -0.105
C 3.2756 -2.7991 2.9479 -0.02 0.00 -0.01 -0.067
N -0.6609 1.9023 -0.7572 0.04 -0.05 -0.31 0.063
C -2.0318 2.1715 1.1989 -0.09 -0.10 0.08 -0.144
C -2.9331 -1.0958 0.1070 -0.13 0.27 0.15 -0.752
H 3.5227 1.3920 -4.6192 0.03 -0.03 0.02 0.097
C 0.6473 -2.6751 0.2224 -0.20 -0.10 0.13 -0.359
C -4.4727 -1.0070 -0.1124 0.00 -0.08 -0.14 -0.978
C 0.4098 -4.0649 0.1282 0.08 -0.02 0.02 -0.592
C 2.6423 -0.1713 -1.7347 -0.16 0.09 0.06 -0.104
N 1.9574 -0.9883 1.3113 0.00 0.02 -0.12 0.118
C 3.5272 -1.4611 3.0413 0.04 0.02 0.02 -0.079
C -1.5108 1.0139 1.8860 -0.05 0.14 -0.08 -0.358
Br -0.8859 -4.6530 -1.1167 0.00 0.00 0.01 0.749
S 0.2420 -1.0988 -3.7326 0.02 -0.02 0.04 0.473
O -2.6130 -1.8422 1.0225 0.09 -0.06 -0.09 0.033
H 3.0176 -0.8237 -0.9623 -0.05 0.06 0.11 0.102
C 0.8650 1.4401 -2.4769 -0.42 -0.34 -0.04 -0.242
C -3.0800 1.5131 3.7039 -0.02 0.06 -0.02 -0.120
```
Positions in Å, forces in eV/Å.

Results
Orbital gap (alpha / beta) (Eh): 0.195 / 0.195
Multiplicity: 1
ΔE to the lowest compared entry with this formula, charge and spin (kJ/mol): 222.6
Net charge: -2

=====

# 3
Density functional theory data (wB97M-V/def2-TZVPD) for a structure of composition C28H15BrCl8FMoN2O4.

```
60
Properties=species:S:1:pos:R:3:forces:R:3:lowdin_charge:R:1
C -5.9951 -6.4942 -0.8521 0.00 0.02 0.00 -0.007
H -2.0691 -6.7194 -0.7105 -0.01 -0.02 -0.01 0.112
Cl 3.4833 5.1446 -0.0782 -0.04 0.06 -0.07 0.745
C 2.4070 3.8304 0.1501 0.32 0.34 0.22 -0.649
H -0.2096 3.2818 -0.7960 0.04 -0.31 0.32 0.121
O -2.4559 1.0273 -1.5563 0.17 1.49 -0.77 0.106
C -3.5157 0.2646 -0.9441 0.05 -0.49 -0.06 -0.170
C -5.2136 -5.3421 -0.7502 0.00 0.05 0.05 -0.216
Cl 1.7517 5.2676 2.4183 -0.06 -0.07 0.39 0.769
H -1.6322 3.2473 0.4102 -0.70 -0.54 0.21 0.117
O -0.9727 -3.7297 1.2938 0.04 -0.13 -0.14 0.108
H -7.0729 -6.4249 -0.9039 0.00 0.00 0.04 0.115
O -2.2722 -1.5992 -1.5994 0.04 0.03 -0.12 0.089
C 1.4709 4.0403 1.2772 0.05 -1.06 -1.90 -0.746
C -0.5677 -2.9231 2.0707 -0.29 0.07 0.00 -0.711
C -3.8193 -5.4399 -0.7203 -0.02 0.07 -0.03 -0.184
C -5.5291 -1.2169 0.0846 -0.03 -0.04 0.04 -0.036
Cl -1.2059 -2.3639 4.6118 -0.01 -0.07 -0.01 0.634
C -0.4534 2.5391 4.9792 -0.06 -0.09 0.03 0.011
C 1.4122 1.1267 3.4596 0.02 -0.17 -0.16 -0.113
C -0.1316 -3.2654 3.5176 0.03 0.27 0.00 -1.525
C -3.1486 -6.6592 -0.7538 0.01 0.05 -0.02 -0.015
C -0.8522 1.8748 3.8301 0.14 -0.12 0.26 -0.115
O -0.5056 -1.6230 1.8206 0.01 0.01 -0.05 -0.315
C 2.6065 2.7101 -0.6440 0.55 -0.03 -0.36 -0.671
H -2.4285 -2.4728 -1.9820 -0.07 -0.05 -0.02 0.119
C -4.5205 0.9337 -0.2934 -0.07 0.03 -0.16 -0.047
C -5.5486 0.1592 0.2236 0.04 0.02 0.01 -0.668
N -3.3663 -4.1322 -0.6625 0.08 -0.16 -0.19 0.159
C 0.7017 1.3511 -0.0784 0.99 -3.80 0.94 -0.486
H -2.4112 -3.8754 -0.4714 0.00 0.10 0.35 0.123
C -5.3403 -7.7055 -0.8939 0.00 -0.01 0.00 -0.081
C -1.6363 1.4502 -0.7057 -1.57 -4.83 2.26 -0.251
H -1.1518 3.0986 5.5860 0.01 -0.01 0.01 0.130
H -4.5120 2.0124 -0.2184 -0.05 0.00 0.00 0.127
C -4.4895 -3.3361 -0.6159 0.02 -0.06 0.05 -0.273
Cl 1.5354 -2.6933 3.7342 0.03 -0.07 -0.03 0.635
C 1.8232 1.7857 4.6025 0.06 -0.06 0.01 0.009
C -3.9369 -7.7870 -0.8419 -0.01 -0.01 0.02 -0.081
Mo -0.5640 0.2000 1.3249 -0.88 1.42 -1.75 1.457
C 0.3866 3.2835 1.2601 0.10 0.62 2.12 -0.186
C -3.4088 -1.1089 -1.0412 0.00 -0.05 -0.03 -0.206
H -6.3394 -1.8234 0.4643 0.00 0.00 0.02 0.121
H -1.8968 1.9048 3.5488 0.00 0.06 -0.02 0.095
H -3.4664 -8.7604 -0.8736 0.00 0.00 0.01 0.105
Cl -0.5395 2.3403 0.2125 3.42 7.71 -3.98 0.543
C 0.8771 2.4716 5.3467 -0.01 0.02 0.00 -0.268
C 1.9654 1.4138 -0.5598 -0.68 1.69 0.68 -0.742
C -4.4573 -1.8698 -0.5238 0.01 -0.01 0.07 -0.050
N -5.5987 -4.0119 -0.6695 -0.03 -0.04 -0.09 0.189
Cl -0.2483 -4.9757 3.8175 0.02 -0.03 -0.02 0.682
Cl 3.9313 2.7553 -1.7542 -0.08 -0.01 -0.06 0.716
H -1.3225 1.8109 1.3313 -1.38 -2.02 2.40 -0.026
F 1.2700 3.0982 6.4571 0.01 0.03 -0.04 0.097
Cl 2.8421 -0.0017 -0.8564 0.10 -0.30 -0.06 0.786
H 2.1472 0.5894 2.8694 0.04 0.04 0.00 0.103
Br -6.9551 1.0038 1.1469 -0.02 -0.01 -0.03 0.801
H -5.9139 -8.6197 -0.9639 0.00 0.00 -0.02 0.105
C 0.0690 1.1407 3.0623 -0.33 0.49 -0.32 -0.324
H 2.8568 1.7859 4.9208 -0.01 -0.03 0.03 0.130
```
Positions in Å, forces in eV/Å.

Results
Orbital gap (alpha / beta) (Eh): 0.196 / 0.189
Multiplicity: 3
ΔE to the lowest compared entry with this formula, charge and spin (kJ/mol): 969.7
Net charge: +1